Record 1
3 unconnected molecules or ions with the total composition CH5O4 at a distorted geometry, computed with the ωB97M-V functional and the def2-TZVPD basis.

Structure (ORCA input):
```
! RIJCOSX wB97M-V def2-TZVPD def2/J DEFGRID3
* xyz -1 1
O -0.707 1.204 0.100
C -1.226 0.082 0.375
O -0.825 -1.057 0.118
H -2.171 0.352 0.896
H 0.855 -3.418 1.125
H 0.669 -1.970 0.697
O 1.357 -2.648 0.870
H 0.359 1.764 -1.392
H 1.351 2.547 -0.577
O 0.941 2.547 -1.450
*
```

## Properties
* total energy: -342.136510 hartree
* frontier orbital gap: 8.83 eV
* ΔE to the lowest compared entry with this formula, charge and spin: 0.494 eV
* lowest unoccupied orbital energy: 4.165 eV

natural (NBO) population analysis, charges in e, atoms 1 to 2:
1. O -0.816
2. C 0.637

=====

Record 2
3 unconnected molecules or ions with the total composition CH5O4 at a distorted geometry, computed with the ωB97M-V functional and the def2-TZVPD basis.

Structure (ORCA input):
```
! RIJCOSX wB97M-V def2-TZVPD def2/J DEFGRID3
* xyz 0 2
O 1.872 0.384 -0.831
C 0.625 0.387 -1.015
O -0.265 -0.413 -0.439
H 0.202 1.084 -1.624
H -2.359 0.266 -0.637
H -2.238 1.635 -0.035
O -2.902 0.856 0.023
H 1.012 -0.790 1.095
H 1.266 -1.947 1.520
O 1.091 -1.149 1.968
*
```

## Properties
* total energy: -341.929365 hartree
* frontier orbital gap (alpha / beta): 11.94 / 6.97 eV
* ΔE to the lowest compared entry with this formula, charge and spin: 1.222 eV
* lowest unoccupied orbital energy (alpha / beta): 0.241 / -4.648 eV

natural (NBO) population analysis, charges in e, atoms 1 to 2:
1. O -0.540
2. C 0.544

=====

Record 3
2 unconnected molecules or ions with the total composition CH5OS at a distorted geometry, computed with the ωB97M-V functional and the def2-TZVPD basis.

Structure (ORCA input):
```
! RIJCOSX wB97M-V def2-TZVPD def2/J DEFGRID3
* xyz -1 1
O -0.900 1.714 1.165
H -0.571 1.812 0.196
C 0.353 -1.136 -0.513
S 0.936 -0.297 -1.912
H -0.879 -0.986 -0.485
H 0.701 -2.264 -0.652
H 0.698 -0.932 0.482
H -0.338 2.087 1.720
*
```

## Properties
* total energy: -514.506726 hartree
* frontier orbital gap: 6.07 eV
* ΔE to the lowest compared entry with this formula, charge and spin: 1.364 eV
* lowest unoccupied orbital energy: 4.028 eV

natural (NBO) population analysis, charges in e, atoms 1 to 2:
1. O -0.960
2. H 0.500

=====

Record 4
2 unconnected molecules or ions with the total composition CH5OS, computed with the ωB97M-V functional and the def2-TZVPD basis.

Structure (ORCA input):
```
! RIJCOSX wB97M-V def2-TZVPD def2/J DEFGRID3
* xyz 0 2
O 1.524 -2.376 -0.252
H 1.114 -1.751 -0.863
C -0.703 1.485 0.336
S -0.722 0.259 -0.959
H -1.645 1.554 0.873
H 0.143 1.357 1.006
H -0.536 2.435 -0.185
H 0.825 -2.963 0.043
*
```

## Properties
* total energy: -514.469161 hartree
* frontier orbital gap (alpha / beta): 10.53 / 7.07 eV
* ΔE to the lowest compared entry with this formula, charge and spin: 0.066 eV
* lowest unoccupied orbital energy (alpha / beta): 0.926 / -2.133 eV

natural (NBO) population analysis, charges in e, atoms 1 to 2:
1. O -0.945
2. H 0.476

=====

Record 5
2 unconnected molecules or ions with the total composition CH5P3 at a distorted geometry, computed with the ωB97M-V functional and the def2-TZVPD basis.

Structure (ORCA input):
```
! RIJCOSX wB97M-V def2-TZVPD def2/J DEFGRID3
* xyz 0 1
C 2.114 0.455 -0.299
P -2.213 -0.058 -0.809
P -1.363 -1.052 0.940
P -1.431 1.158 0.863
H 2.515 1.034 0.453
H 2.131 0.806 -1.254
H 1.839 -0.434 -0.018
H -1.266 -0.522 -1.743
H -2.327 -1.387 1.868
*
```

## Properties
* total energy: -1065.000172 hartree
* frontier orbital gap (alpha / beta): 7.39 / 8.43 eV
* ΔE to the lowest compared entry with this formula, charge and spin: 3.541 eV
* lowest unoccupied orbital energy (alpha / beta): -1.483 / 0.072 eV

natural (NBO) population analysis, charges in e, atoms 1 to 2:
1. C -0.451
2. P -0.045

=====

Record 6
A single CH5PS molecule at a distorted geometry, computed with the ωB97M-V functional and the def2-TZVPD basis.

Structure (ORCA input):
```
! RIJCOSX wB97M-V def2-TZVPD def2/J DEFGRID3
* xyz 0 1
C -0.193 0.161 -0.857
P -0.496 0.050 1.329
S -2.309 0.344 1.866
H 0.825 0.051 -1.177
H -0.885 -0.649 -1.090
H -0.647 1.096 -1.200
H 0.117 1.077 2.006
H 0.019 -1.281 1.407
*
```

## Properties
* SMILES string: C[PH2]=S
* total energy: -780.584878 hartree
* frontier orbital gap: 9.48 eV
* ΔE to the lowest compared entry with this formula, charge and spin: 1.024 eV
* lowest unoccupied orbital energy: 0.823 eV

natural (NBO) population analysis, charges in e, atoms 1 to 2:
1. C -0.790
2. P 0.714

=====

Record 7
2 unconnected molecules or ions with the total composition CH5PS2 at a distorted geometry, computed with the ωB97M-V functional and the def2-TZVPD basis.

Structure (ORCA input):
```
! RIJCOSX wB97M-V def2-TZVPD def2/J DEFGRID3
* xyz 0 1
C -0.565 0.870 -0.421
P -0.403 -1.018 -0.787
S -0.689 -0.914 -2.733
S 2.207 -1.594 1.564
H -0.310 1.025 0.597
H 0.244 1.451 -0.888
H -1.592 1.199 -0.691
H -1.511 -1.668 -0.216
H 1.737 -0.351 1.535
*
```

## Properties
* total energy: -1178.728469 hartree
* frontier orbital gap (alpha / beta): 7.13 / 6.47 eV
* ΔE to the lowest compared entry with this formula, charge and spin: 3.221 eV
* lowest unoccupied orbital energy (alpha / beta): -2.106 / -2.429 eV

natural (NBO) population analysis, charges in e, atoms 1 to 2:
1. C -0.883
2. P 0.529

=====

Record 8
A single CH5PS2 molecule at a distorted geometry, computed with the ωB97M-V functional and the def2-TZVPD basis.

Structure (ORCA input):
```
! RIJCOSX wB97M-V def2-TZVPD def2/J DEFGRID3
* xyz 0 1
C -1.468 0.151 0.021
P -0.185 -1.161 -0.068
S 1.711 0.419 -0.051
S 3.666 0.078 0.053
H -1.105 1.048 0.518
H -2.311 -0.262 0.579
H -1.805 0.396 -0.984
H -0.014 -1.274 1.318
H 1.509 0.605 -1.385
*
```

## Properties
* SMILES string: C[PH]#[SH]=S
* total energy: -1178.763145 hartree
* frontier orbital gap: 7.16 eV
* ΔE to the lowest compared entry with this formula, charge and spin: 2.278 eV
* lowest unoccupied orbital energy: -0.840 eV

natural (NBO) population analysis, charges in e, atoms 1 to 2:
1. C -0.958
2. P 0.477

=====

Record 9
2 unconnected molecules or ions with the total composition CH5PS3 at a distorted geometry, computed with the ωB97M-V functional and the def2-TZVPD basis.

Structure (ORCA input):
```
! RIJCOSX wB97M-V def2-TZVPD def2/J DEFGRID3
* xyz 0 1
C -0.433 0.099 -0.085
P -1.012 -1.232 1.056
S 1.913 0.546 0.560
S -1.055 1.712 0.343
S -0.431 -0.395 -1.816
H -0.220 -2.191 0.525
H -0.138 -1.015 2.274
H 2.164 1.684 -0.152
H -1.243 2.295 -0.918
H 0.454 -1.504 -1.787
*
```

## Properties
* total energy: -1576.902364 hartree
* frontier orbital gap (alpha / beta): 7.47 / 7.47 eV
* ΔE to the lowest compared entry with this formula, charge and spin: 3.708 eV
* lowest unoccupied orbital energy (alpha / beta): -0.907 / -0.907 eV

natural (NBO) population analysis, charges in e, atoms 1 to 2:
1. C -0.634
2. P 0.377

=====

Record 10
2 unconnected molecules or ions with the total composition CH5S3 at a distorted geometry, computed with the ωB97M-V functional and the def2-TZVPD basis.

Structure (ORCA input):
```
! RIJCOSX wB97M-V def2-TZVPD def2/J DEFGRID3
* xyz -1 1
S -0.285 3.087 1.188
H 0.769 3.902 1.087
C -0.412 -1.986 -0.403
S -0.298 -0.414 -1.332
S 1.341 0.494 -0.382
H 0.257 -1.980 0.442
H -1.428 -2.197 -0.070
H -0.164 -2.777 -1.124
H 0.220 1.873 0.594
*
```

## Properties
* total energy: -1235.699062 hartree
* frontier orbital gap: 6.28 eV
* ΔE to the lowest compared entry with this formula, charge and spin: 0.220 eV
* lowest unoccupied orbital energy: 3.598 eV

natural (NBO) population analysis, charges in e, atoms 1 to 2:
1. S -0.494
2. H 0.117